*a*
A structure of composition C2H6NP, computed with the ωB97M-V functional and the def2-TZVPD basis.

LUMO energy (spin up / spin down) = -1.1 / -1.1 eV
Kohn-Sham gap (spin up / spin down) = 6.71 / 6.71 eV
highest occupied orbital energy (spin up / spin down) = -7.8 / -7.8 eV

```
! RIJCOSX wB97M-V def2-TZVPD def2/J DEFGRID3
* xyz 0 1
P 1.460 1.415 0.280
N -2.517 0.607 -0.845
C -1.728 0.166 -0.005
C 2.076 -0.293 0.121
H -1.920 -0.735 0.735
H 1.775 -0.858 1.071
H -0.538 0.863 0.192
H 1.735 -0.820 -0.763
H 3.151 -0.354 0.064
H -3.495 0.010 -0.849
*
```

Atomic partial charges in e from the Mulliken method, atoms 1 to 5: 0.027 -0.471 0.152 -0.851 0.235

*b*
A cluster of 2 separate species, C2H6NP in total, computed with the ωB97M-V functional and the def2-TZVPD basis.

LUMO energy (spin up / spin down) = -0.1 / 0.3 eV
Kohn-Sham gap (spin up / spin down) = 8.34 / 7.80 eV
highest occupied orbital energy (spin up / spin down) = -8.5 / -7.5 eV

```
! RIJCOSX wB97M-V def2-TZVPD def2/J DEFGRID3
* xyz 0 1
P -1.324 -0.978 0.261
N -1.507 0.163 -0.987
C -1.494 0.851 0.388
C 1.701 -0.923 -0.187
H -2.500 1.267 0.689
H 1.926 -0.739 0.832
H 2.009 -0.187 -0.984
H 1.322 -1.967 -0.636
H -0.718 1.454 0.662
H -2.419 0.239 -1.441
*
```

Atomic partial charges in e from the Mulliken method, atoms 1 to 5: 0.021 -0.409 -0.361 -0.967 0.257

*c*
A cluster of 2 separate species, C2H6NP in total, computed with the ωB97M-V functional and the def2-TZVPD basis.

LUMO energy = 0.0 eV
Kohn-Sham gap = 7.97 eV
highest occupied orbital energy = -7.9 eV

```
! RIJCOSX wB97M-V def2-TZVPD def2/J DEFGRID3
* xyz 0 1
P -3.057 -0.390 0.113
N -1.898 0.649 0.172
C -0.785 1.102 0.337
C 1.727 -0.495 0.109
H 1.455 0.188 0.912
H -2.368 -0.864 -0.981
H 1.379 -1.496 0.367
H 2.774 -0.463 -0.159
H -0.477 1.998 -0.084
H 1.250 -0.230 -0.787
*
```

Atomic partial charges in e from the Mulliken method, atoms 1 to 5: -0.193 0.041 -0.193 -1.028 0.251

Of the structures shown above, *a* is the least stable.